Molecular formula: C51H44FeN6O5S2
Method: DFT, ωB97M-V/def2-TZVPD

Structure (ORCA input):
```
! RIJCOSX wB97M-V def2-TZVPD def2/J DEFGRID3
* xyz -1 2
Fe 1.15628 1.26925 -0.32184
N 3.46318 2.60165 3.56746
C 2.88358 2.54055 2.32476
S 3.65628 1.50495 1.19586
N 1.89438 3.35425 2.11756
N 1.27378 3.38375 0.92316
C 0.53498 4.42505 0.70756
C -0.18262 4.70465 -0.49144
C -1.01322 5.83095 -0.54824
C -1.73632 6.14205 -1.67474
C -1.64282 5.32035 -2.80114
C -0.81222 4.23275 -2.79814
C -0.03322 3.87895 -1.65974
O 0.78528 2.90885 -1.71784
H 4.05048 1.81755 3.80236
H 2.89168 2.98605 4.30416
H 0.46138 5.17235 1.50686
H -1.08312 6.47145 0.32206
H -2.36832 7.01795 -1.69764
H -2.22412 5.55335 -3.68584
H -0.71052 3.60105 -3.66824
N 4.04878 -1.99925 -2.26304
C 3.58708 -3.29015 -2.07504
C 4.07848 -4.32575 -2.85754
C 3.65738 -5.62965 -2.64714
C 2.72708 -5.90615 -1.66414
C 2.21208 -4.87405 -0.89094
C 2.64048 -3.57415 -1.08164
S 2.02718 -2.24425 -0.06604
N 2.44728 -0.88375 -0.92344
C 3.37738 -0.86315 -1.82474
C 3.75918 0.41365 -2.37374
C 4.65858 0.57965 -3.44524
C 5.05518 1.84615 -3.80024
C 4.57718 2.93515 -3.07164
C 3.64788 2.69275 -2.07224
N 3.22928 1.48785 -1.75024
H 4.73618 -1.87585 -2.98794
H 4.81118 -4.10505 -3.62184
H 4.06298 -6.42405 -3.25534
H 2.40618 -6.92175 -1.49354
H 1.48998 -5.07685 -0.11724
H 5.02158 -0.26585 -4.01054
H 5.74048 1.99305 -4.62554
H 4.90098 3.93745 -3.29574
H 3.21508 3.49865 -1.49744
C -4.31352 -2.72425 1.61196
C -3.45492 -1.46395 1.76956
C -4.05172 -0.55895 2.85906
O -2.13822 -1.86095 2.09436
C -1.20622 -1.15395 1.28876
C -2.07882 -0.24075 0.40716
O -3.38662 -0.76865 0.54796
C -1.65262 -0.14455 -1.10154
O -0.49492 0.56995 -1.19354
C -2.71392 0.65955 -1.87544
C -3.31272 0.19125 -3.03884
C -4.14462 1.00675 -3.78704
C -4.40142 2.30485 -3.38744
C -3.80942 2.78235 -2.23084
C -2.96492 1.97335 -1.49304
C -1.50072 -1.54035 -1.70524
C -2.51652 -2.48865 -1.63544
C -2.34052 -3.74375 -2.19234
C -1.16122 -4.06255 -2.84514
C -0.16582 -3.10755 -2.95844
C -0.33762 -1.85525 -2.39504
C -0.13122 -0.40835 2.15766
O 0.66498 0.36645 1.36816
C -0.84092 0.44795 3.20826
C -1.08122 1.78965 2.93936
C -1.72192 2.59105 3.86766
C -2.12262 2.05975 5.08246
C -1.87802 0.72545 5.35906
C -1.24042 -0.07875 4.43066
C 0.76548 -1.42175 2.88616
C 1.95968 -0.92075 3.39476
C 2.86728 -1.74735 4.02866
C 2.59158 -3.09585 4.17216
C 1.39848 -3.59985 3.68476
C 0.48848 -2.77265 3.04386
H -4.42772 -3.19405 2.58516
H -3.82422 -3.42355 0.93866
H -5.28812 -2.45445 1.21586
H -3.94882 -1.03015 3.83206
H -5.10202 -0.38575 2.63946
H -3.52592 0.39025 2.87576
H -0.65652 -1.86965 0.66086
H -2.05112 0.78265 0.80556
H -3.12182 -0.81385 -3.38494
H -4.58402 0.62495 -4.69844
H -5.04252 2.94325 -3.97924
H -3.98532 3.79925 -1.91104
H -2.46292 2.38345 -0.62934
H -3.44702 -2.23585 -1.15254
H -3.13252 -4.47875 -2.12104
H -1.02262 -5.04495 -3.27584
H 0.74968 -3.34445 -3.48344
H 0.42368 -1.09265 -2.47964
H -0.73532 2.19785 1.99896
H -1.90492 3.63285 3.64536
H -2.61762 2.68365 5.81436
H -2.18482 0.30715 6.30806
H -1.05512 -1.11905 4.65186
H 2.16868 0.12705 3.25106
H 3.79818 -1.34445 4.40436
H 3.30598 -3.75275 4.65206
H 1.18108 -4.65345 3.79976
H -0.43852 -3.18635 2.67806
*
```

Summary:
expectation value of S² = 1.216
frontier orbital gap (alpha / beta) = 4.5 / 6.1 eV
HOMO (alpha / beta) = -4.293 / -4.354 eV
ΔE to the lowest compared entry with this formula, charge and spin = 3.116 eV

Here are the Mulliken charges for atoms 1 to 8, given in e:
1. Fe 0.844
2. N -0.480
3. C 0.335
4. S -0.394
5. N -1.338
6. N 1.239
7. C -1.104
8. C 1.229